1.
Computed, not measured: a 3-piece molecular cluster, C7H18NO2 overall, with wB97M-V/def2-TZVPD.

Last column: natural (NBO) charge in e.
Cartesian coordinates (Å):
C: -2.961429 0.883239 -0.338432  -0.65
C: -1.551192 0.446917 0.007200  -0.04
C: -1.304196 -1.033229 0.071186  -0.49
C: -0.112410 -1.511794 0.850686  -0.17
C: 0.564827 -0.726701 1.671532  -0.23
C: 1.610794 -1.173302 2.587768  -0.23
C: 2.761311 -1.774662 2.295869  -0.37
N: -0.632296 1.083338 -1.061452  -0.73
H: -3.077046 1.946056 -0.087123  0.24
H: -3.630940 0.564988 0.488399  0.25
H: -3.222533 0.436400 -1.303108  0.23
H: -1.292682 0.904974 0.952638  0.22
H: -2.288855 -1.550710 0.450117  0.26
H: -1.446662 -1.609324 -0.871330  0.25
H: 0.092598 -2.565232 0.752099  0.23
H: 0.340260 0.322337 1.804544  0.18
H: 1.212883 -1.211022 3.625549  0.22
H: 3.264685 -2.190875 3.160280  0.22
H: 3.206695 -1.763773 1.299248  0.20
H: 0.046584 1.774850 -0.716746  0.46
H: -1.094458 1.595149 -1.840255  0.43
H: -0.053212 0.403341 -1.584839  0.47
H: 2.176505 3.038500 -1.909103  0.50
H: 1.941194 3.248790 -0.461599  0.49
O: 1.472477 2.949484 -1.253328  -0.97
H: 1.886590 -0.739377 -2.372342  0.49
H: 1.135445 -0.937666 -3.581235  0.49
O: 0.955062 -0.810695 -2.636224  -0.95

Atoms 1-2, force components in eV/Å:
-0.24 -0.42 1.89
-0.13 0.51 -0.85

Summary:
- HOMO level: -12.261 eV
- Energy above the lowest of the compared OMol25 structures with the same formula, charge and spin: 22.4 kcal/mol
- Total charge: +1
- E_LUMO: -2.95 eV
- Kohn-Sham gap: 0.342 hartree
- Electronic energy: -482.4611 hartree

***

2.
Computed, not measured: an isolated ion of composition C7H18NSi and charge +1, with wB97M-V/def2-TZVPD.

Last column: natural (NBO) charge in e.
Cartesian coordinates (Å):
C: 1.087901 -0.145138 0.976533  -0.17
C: -0.271908 0.333160 0.531588  -0.11
C: 1.152679 -0.193444 2.542370  -0.61
C: 2.608577 1.815919 0.967881  -0.43
C: -1.985703 1.097432 -2.188446  -0.98
C: -2.658214 -1.166919 0.027362  -1.10
C: -0.307632 -1.804489 -1.807190  -1.09
N: 2.173749 0.633109 0.352006  -0.40
Si: -1.279381 -0.345583 -0.958173  1.43
H: 1.224524 -1.127013 0.753603  0.23
H: -0.456062 1.335920 0.577245  0.17
H: 2.050581 -0.820615 2.844492  0.24
H: 0.263897 -0.785187 2.748975  0.24
H: 1.263460 0.846181 2.919356  0.23
H: 3.238491 1.488491 1.703003  0.22
H: 3.169373 2.535955 0.185111  0.24
H: 1.793619 2.394385 1.307766  0.21
H: -2.341723 0.518051 -3.023518  0.26
H: -2.585075 1.743651 -1.626209  0.24
H: -1.218771 1.723439 -2.533012  0.24
H: -3.544410 -0.608120 0.308239  0.27
H: -3.142702 -1.923101 -0.759972  0.27
H: -2.186222 -1.741019 0.842683  0.24
H: 0.773223 -1.464485 -1.947219  0.23
H: -0.551734 -2.793924 -1.382626  0.27
H: -0.591676 -2.066412 -2.754490  0.26
H: 2.321139 0.519757 -0.607356  0.40

Atoms 1-2, force components in eV/Å:
0.22 1.67 2.42
2.55 -1.74 -3.12

Summary:
- HOMO level (spin up / spin down): -13.289 / -14.120 eV
- Energy above the lowest of the compared OMol25 structures with the same formula, charge and spin: 115.3 kcal/mol
- Total charge: +1
- E_LUMO (spin up / spin down): -6.89 / -6.16 eV
- Kohn-Sham gap (spin up / spin down): 0.235 / 0.293 hartree
- Electronic energy: -621.3602 hartree